No. 1
C25H34AgF6O7P2 | the ωB97M-V functional and the def2-TZVPD basis

DFT total energy: -79696.4995 eV
frontier orbital gap: 6.4 eV
highest occupied orbital energy: -4.280 eV
2S+1: 1
LUMO: 2.1 eV
net charge: -1

```
75
C25H34AgF6O7P2, DFT the ωB97M-V functional and the def2-TZVPD basis
Ag 0.247 0.131 0.784
P -1.811 1.649 -1.986
P -1.524 -1.462 -1.899
F 4.195 0.667 -1.112
F 3.841 -4.238 1.209
F 0.548 1.008 7.016
F 6.274 -3.016 0.979
F 6.410 -0.556 -0.200
F 1.608 -3.051 0.279
O -1.588 1.930 -0.568
O 1.716 -0.571 -0.906
O -0.573 1.782 -2.959
O -2.475 -2.536 -2.627
O -0.189 -1.449 -2.707
O -2.928 2.644 -2.563
O -1.338 -1.679 -0.464
C -3.518 2.771 -3.868
C -0.856 0.702 3.681
C 1.376 2.473 -1.621
C -2.604 2.428 -5.035
C -3.310 -4.224 -1.107
C 0.098 -1.822 -4.061
C 3.919 -3.022 0.638
C 4.070 -0.549 -0.533
C 0.955 -3.072 -4.012
C 5.155 -2.410 0.526
C 0.263 0.486 2.864
C 1.489 0.457 3.551
C 5.215 -1.166 -0.070
C 0.457 0.837 5.662
C 0.825 -0.657 -4.704
C -2.329 -3.928 -2.223
C -2.558 -4.769 -3.459
C 2.782 -2.404 0.165
C -4.819 1.986 -3.911
C -2.451 0.013 -2.358
C 2.779 -1.122 -0.447
C -0.132 4.198 -2.684
C 1.605 0.628 4.930
C 0.471 2.806 -2.789
C -0.782 0.878 5.062
H -5.419 2.210 -3.029
H -2.340 1.370 -5.063
H 1.700 1.432 -1.667
H -0.841 -2.027 -4.584
H 0.190 0.229 -4.715
H -1.310 -4.074 -1.854
H 2.259 3.116 -1.660
H 1.715 -0.431 -4.111
H -1.846 -4.507 -4.244
H -3.570 -4.608 -3.838
H -3.756 3.834 -3.933
H -3.408 -0.050 -1.833
H 1.848 -2.864 -3.419
H -4.331 -4.044 -1.452
H -0.781 4.432 -3.529
H 2.406 0.288 2.995
H -3.225 -5.268 -0.799
H -3.136 2.665 -5.959
H -0.703 4.293 -1.758
H -1.842 0.741 3.226
H -1.682 3.005 -5.008
H 0.418 -3.898 -3.542
H -2.440 -5.827 -3.220
H 1.250 -3.374 -5.018
H -2.672 -0.064 -3.425
H 0.676 4.930 -2.660
H 1.119 -0.905 -5.725
H -1.665 1.044 5.669
H 1.027 2.715 -3.722
H -5.389 2.258 -4.801
H 0.861 2.639 -0.675
H -4.634 0.910 -3.944
H 2.566 0.598 5.433
H -3.097 -3.585 -0.251
```

=====

No. 2
CH2N2S4 | the ωB97M-V functional and the def2-TZVPD basis

DFT total energy: -47388.6502 eV
frontier orbital gap (spin up / spin down): 8.5 / 8.5 eV
highest occupied orbital energy (spin up / spin down): -8.614 / -8.614 eV
relative energy (zero: lowest compared OMol25 entry of this formula, charge and spin): 7.6 kcal per mole
2S+1: 1
LUMO (spin up / spin down): -0.1 / -0.1 eV
SMILES: SS[C@H]1N=NSS1

```
9
CH2N2S4, DFT the ωB97M-V functional and the def2-TZVPD basis
S -0.225 2.422 -1.512
S 0.364 -0.575 -1.172
S 0.585 -1.700 0.468
S 1.629 3.234 -1.967
N 2.498 2.329 -0.932
N 1.936 1.455 -0.278
C 0.538 1.168 -0.331
H -0.050 1.038 0.601
H -0.731 -1.807 0.476
```

=====

No. 3
C2H5PS | the ωB97M-V functional and the def2-TZVPD basis

DFT total energy: -22275.5764 eV
frontier orbital gap: 8.4 eV
highest occupied orbital energy: -8.271 eV
relative energy (zero: lowest compared OMol25 entry of this formula, charge and spin): 53.7 kcal per mole
2S+1: 1
LUMO: 0.1 eV

```
9
C2H5PS, DFT the ωB97M-V functional and the def2-TZVPD basis
S 0.340 1.177 0.391
P 2.494 -0.457 -0.878
C -1.289 0.513 0.993
C 0.891 -0.081 -0.653
H -0.125 -0.934 -1.431
H -1.860 1.448 1.191
H -1.100 -0.045 1.820
H -1.493 -0.057 0.123
H 2.142 -1.564 -1.556
```

=====

No. 4
C3H5Cl2O3P | the ωB97M-V functional and the def2-TZVPD basis

DFT total energy: -43670.3195 eV
frontier orbital gap: 6.7 eV
highest occupied orbital energy: -2.024 eV
relative energy (zero: lowest compared OMol25 entry of this formula, charge and spin): 46.7 kcal per mole
2S+1: 1
LUMO: 4.7 eV
net charge: -2

```
14
C3H5Cl2O3P, DFT the ωB97M-V functional and the def2-TZVPD basis
Cl -1.377 -1.661 1.409
Cl -8.242 4.029 -0.076
P 1.901 0.860 0.245
O 2.312 2.288 0.415
O 2.602 0.042 -0.759
O 2.065 -0.028 1.683
C -0.165 -2.008 -0.918
C -0.029 0.805 -0.056
C -0.558 -1.263 0.055
H 2.270 -0.852 1.283
H -0.399 -3.106 -0.981
H -0.101 0.936 -1.119
H 0.400 -1.491 -1.674
H -0.679 1.449 0.494
```